No. 1
{"formula": "C31H57CeCl2N3OP2", "method": "ωB97M-V with the def2-TZVPD basis set", "species": ["P", "C", "C", "C", "C", "C", "C", "C", "C", "C", "C", "C", "C", "C", "C", "C", "C", "C", "C", "H", "H", "H", "H", "H", "H", "H", "H", "H", "H", "H", "H", "H", "H", "H", "H", "H", "H", "H", "H", "H", "H", "H", "H", "H", "H", "H", "H", "H", "H", "H", "H", "H", "Ce", "Cl", "Cl", "C", "H", "C", "C", "C", "C", "C", "C", "H", "H", "H", "H", "H", "C", "N", "C", "P", "O", "N", "C", "C", "N", "C", "C", "H", "H", "H", "H", "H", "H", "H", "H", "H", "H", "H", "H", "H", "H", "H", "H", "H", "H"], "coordinates": [[-0.263, 1.115, -2.419], [-1.895, 0.454, -2.858], [-2.460, 1.192, -4.069], [-3.920, 0.743, -4.293], [-4.068, -0.777, -4.390], [-3.419, -1.517, -3.217], [-1.961, -1.084, -2.978], [1.169, 0.328, -3.201], [1.137, 0.620, -4.692], [2.495, 0.200, -5.290], [2.857, -1.252, -4.964], [2.734, -1.599, -3.475], [1.384, -1.169, -2.875], [-0.188, 2.964, -2.354], [-1.303, 3.475, -1.432], [-1.258, 4.997, -1.279], [0.113, 5.518, -0.835], [1.261, 4.932, -1.665], [1.180, 3.406, -1.808], [-2.501, 0.714, -1.964], [-1.850, 0.974, -4.960], [-2.420, 2.282, -3.910], [-4.295, 1.210, -5.207], [-4.539, 1.119, -3.464], [-5.128, -1.042, -4.457], [-3.605, -1.118, -5.323], [-3.995, -1.337, -2.297], [-3.444, -2.594, -3.407], [-1.583, -1.559, -2.055], [-1.333, -1.437, -3.814], [2.031, 0.856, -2.753], [3.275, 0.871, -4.900], [0.947, 1.690, -4.872], [0.318, 0.055, -5.166], [2.465, 0.344, -6.373], [3.874, -1.463, -5.310], [2.191, -1.912, -5.535], [2.870, -2.678, -3.335], [3.534, -1.097, -2.910], [1.389, -1.333, -1.784], [0.575, -1.785, -3.297], [-0.335, 3.349, -3.386], [-2.296, 3.163, -1.787], [-1.157, 2.984, -0.454], [-1.516, 5.447, -2.247], [-2.027, 5.304, -0.565], [0.272, 5.277, 0.226], [0.132, 6.611, -0.918], [2.227, 5.193, -1.219], [1.240, 5.369, -2.673], [2.006, 3.042, -2.438], [1.303, 2.923, -0.820], [0.408, 0.236, 1.697], [2.571, 0.679, 0.303], [-2.059, 0.872, 1.000], [-0.099, -1.791, 0.974], [-1.140, -1.719, 0.597], [0.517, -3.054, 0.683], [1.938, -3.181, 0.561], [2.516, -4.445, 0.505], [1.718, -5.595, 0.488], [0.320, -5.470, 0.494], [-0.280, -4.221, 0.551], [2.536, -2.264, 0.527], [3.606, -4.531, 0.480], [-0.309, -6.363, 0.462], [-1.368, -4.094, 0.538], [2.177, -6.578, 0.467], [-2.354, 0.009, 4.604], [-1.220, -0.935, 4.736], [-1.494, -2.238, 4.107], [0.284, -0.334, 5.051], [0.878, 0.351, 3.780], [0.247, 0.985, 6.035], [0.404, 2.336, 5.452], [-0.146, 0.961, 7.444], [1.378, -1.595, 5.304], [2.612, -1.100, 5.971], [1.780, -2.326, 4.050], [-3.269, -0.572, 4.804], [-2.415, 0.412, 3.570], [-2.280, 0.827, 5.343], [-1.337, -2.199, 3.008], [-0.901, -3.042, 4.558], [-2.564, -2.446, 4.278], [-0.533, 2.672, 4.965], [0.636, 3.038, 6.267], [1.230, 2.363, 4.725], [-1.230, 1.121, 7.570], [0.151, 0.021, 7.927], [0.356, 1.789, 7.961], [3.253, -1.963, 6.162], [3.160, -0.400, 5.311], [2.373, -0.616, 6.928], [2.516, -3.096, 4.340], [0.938, -2.833, 3.556], [2.277, -1.639, 3.327]], "forces_ev_per_angstrom": [[0.7, -1.1, 4.3], [-0.1, 0.6, -0.3], [-0.9, -0.6, -0.1], [0.1, 0.3, -0.1], [0.2, 0.0, 0.0], [0.1, 0.1, 0.1], [-0.1, 0.2, -0.1], [-0.3, 0.5, -0.6], [1.1, -0.5, -0.4], [-0.2, 0.2, -0.2], [-0.2, 0.0, 0.0], [-0.1, 0.1, 0.1], [0.1, 0.2, 0.0], [-0.2, -0.2, -1.4], [0.3, -0.2, 0.2], [0.0, -0.1, -0.2], [0.1, -0.1, 0.0], [-0.1, -0.2, -0.2], [-0.2, -0.1, 0.3], [0.2, -0.1, -0.3], [-0.1, 0.0, 0.1], [0.0, -0.3, -0.1], [-0.2, 0.0, 0.0], [0.1, -0.1, -0.1], [0.0, 0.0, 0.0], [0.0, 0.0, 0.0], [0.1, 0.0, -0.2], [-0.1, 0.0, 0.1], [0.0, 0.3, -0.3], [-0.2, 0.2, 0.2], [-0.3, -0.1, -0.1], [-0.1, -0.1, 0.0], [0.1, -0.3, 0.0], [0.2, 0.1, 0.1], [0.2, 0.0, -0.1], [0.0, 0.0, 0.0], [0.0, 0.0, 0.0], [0.0, 0.1, 0.0], [-0.1, -0.1, -0.1], [-0.1, 0.1, -0.3], [0.3, 0.2, 0.1], [0.1, 0.4, 0.4], [0.2, 0.1, 0.1], [-0.2, 0.2, -0.3], [0.0, 0.0, 0.1], [0.0, 0.1, 0.0], [0.0, 0.0, -0.1], [0.0, 0.0, 0.1], [-0.1, 0.1, 0.0], [0.0, 0.1, 0.1], [-0.2, 0.1, 0.2], [0.1, 0.2, -0.4], [-0.7, 0.5, -3.6], [1.2, 0.3, -0.4], [-1.2, 0.7, 0.2], [0.3, -0.9, -0.6], [0.1, -0.2, 0.4], [-0.5, 1.1, 0.2], [-0.3, -0.5, 0.3], [-0.1, 0.3, 0.0], [0.1, -0.2, 0.1], [-0.1, 0.1, -0.1], [0.4, -0.6, -0.1], [-0.1, -0.3, 0.1], [-0.3, -0.1, -0.1], [0.2, 0.1, -0.1], [0.4, -0.2, 0.1], [0.0, 0.0, 0.0], [0.1, 0.0, -0.2], [0.2, 0.2, 1.1], [-0.5, -0.3, -0.1], [0.9, 0.8, -4.0], [-0.2, -0.4, 3.7], [0.1, -0.4, 1.2], [0.0, 0.1, -0.2], [-0.2, 0.1, -0.1], [0.0, 0.1, 0.8], [-0.3, 0.0, -0.2], [0.1, 0.0, 0.0], [0.3, 0.3, 0.0], [0.0, -0.1, 0.5], [0.0, -0.3, -0.4], [0.2, -0.1, 0.4], [-0.1, 0.3, -0.1], [0.4, -0.1, 0.1], [0.5, -0.1, 0.1], [-0.1, -0.3, -0.2], [-0.5, -0.1, 0.3], [0.2, -0.2, 0.0], [-0.2, 0.2, -0.2], [0.0, -0.3, -0.1], [-0.1, 0.1, 0.0], [-0.2, -0.2, 0.3], [0.1, -0.1, -0.3], [-0.3, 0.3, 0.0], [0.3, 0.4, 0.1], [-0.3, -0.4, 0.4]], "s2": 0.75, "e_tot_ev": -96145.2621, "spin_multiplicity": 2, "lumo_ev": [2.0454, 2.0452], "largest_force_ev_per_a": 4.5, "charge": -1, "homo_lumo_gap_ha": [0.144, 0.144], "homo_ev": [-1.865, -1.869]}



No. 2
{"formula": "C31H57Cl2FIN4O2", "method": "ωB97M-V with the def2-TZVPD basis set", "species": ["C", "C", "C", "N", "C", "C", "I", "C", "C", "C", "N", "F", "C", "C", "C", "Cl", "C", "C", "Cl", "H", "H", "H", "H", "H", "H", "H", "H", "H", "H", "H", "H", "H", "H", "H", "H", "H", "H", "H", "H", "H", "C", "C", "C", "C", "C", "C", "N", "O", "C", "C", "C", "H", "H", "H", "H", "H", "H", "H", "H", "H", "H", "H", "H", "H", "H", "H", "H", "H", "H", "C", "C", "C", "C", "C", "C", "N", "O", "C", "C", "C", "H", "H", "H", "H", "H", "H", "H", "H", "H", "H", "H", "H", "H", "H", "H", "H", "H", "H"], "coordinates": [[3.107, 3.864, -7.536], [3.279, 3.256, -6.513], [3.408, 2.503, -5.271], [2.058, 2.300, -4.645], [2.031, 1.365, -3.466], [2.738, 0.024, -3.683], [2.204, -0.870, -5.556], [4.252, 0.017, -3.370], [4.372, -0.337, -1.883], [0.559, 1.122, -3.056], [-0.415, 2.007, -3.637], [-0.577, 1.616, -5.006], [-0.007, 3.383, -3.669], [1.319, 3.625, -4.424], [2.205, 4.756, -3.881], [1.130, 6.170, -3.736], [2.977, 4.531, -2.575], [2.191, 4.503, -1.280], [4.200, 5.843, -2.483], [2.972, 4.375, -8.454], [4.073, 3.004, -4.575], [3.825, 1.527, -5.496], [1.506, 1.822, -5.373], [2.536, 1.831, -2.621], [2.278, -0.624, -2.940], [4.767, -0.696, -4.008], [4.684, 1.007, -3.506], [5.399, -0.398, -1.534], [3.870, -1.278, -1.666], [3.853, 0.454, -1.335], [0.478, 1.256, -1.978], [0.276, 0.102, -3.305], [0.006, 3.733, -2.640], [-0.774, 3.954, -4.183], [1.047, 3.915, -5.435], [2.919, 5.049, -4.645], [3.574, 3.625, -2.637], [1.593, 5.400, -1.150], [1.546, 3.622, -1.235], [2.890, 4.390, -0.458], [2.093, 0.995, 3.668], [1.889, 1.718, 2.331], [1.027, 2.971, 2.511], [-0.443, 2.658, 2.772], [-1.010, 1.767, 1.669], [-0.207, 0.481, 1.458], [1.251, 0.824, 1.309], [1.569, 1.162, 0.115], [-0.444, -0.499, 2.616], [-0.681, -0.226, 0.194], [3.279, 2.104, 1.841], [2.595, 1.671, 4.359], [1.175, 0.677, 4.146], [2.726, 0.117, 3.534], [1.106, 3.587, 1.608], [1.445, 3.559, 3.330], [-0.563, 2.185, 3.748], [-1.011, 3.589, 2.814], [-2.042, 1.490, 1.893], [-1.030, 2.333, 0.730], [0.322, -1.275, 2.640], [-1.406, -0.994, 2.485], [-0.483, -0.024, 3.591], [-0.650, 0.422, -0.676], [-1.714, -0.537, 0.342], [-0.080, -1.114, -0.009], [3.876, 1.219, 1.618], [3.780, 2.666, 2.629], [3.242, 2.724, 0.951], [-3.373, -5.139, 0.920], [-2.836, -5.034, 2.353], [-3.303, -6.222, 3.198], [-4.783, -6.157, 3.565], [-5.103, -4.837, 4.263], [-4.688, -3.607, 3.453], [-3.261, -3.754, 3.009], [-2.438, -3.390, 3.915], [-5.638, -3.406, 2.260], [-4.789, -2.355, 4.315], [-1.317, -5.039, 2.247], [-3.002, -6.062, 0.473], [-4.454, -5.167, 0.849], [-3.014, -4.303, 0.317], [-2.712, -6.251, 4.119], [-3.082, -7.141, 2.652], [-5.405, -6.286, 2.675], [-5.028, -6.986, 4.230], [-6.173, -4.763, 4.473], [-4.588, -4.814, 5.229], [-5.198, -2.735, 1.520], [-6.563, -2.953, 2.615], [-5.919, -4.331, 1.765], [-4.211, -2.443, 5.231], [-5.835, -2.203, 4.584], [-4.440, -1.476, 3.772], [-0.959, -4.149, 1.727], [-1.012, -5.918, 1.677], [-0.840, -5.079, 3.222]], "forces_ev_per_angstrom": [[0.2, -0.5, 0.8], [-0.3, 0.4, -0.5], [0.2, 0.1, -0.4], [0.0, 0.2, 0.0], [-0.1, -0.3, 0.3], [0.3, 0.3, 0.1], [0.0, 0.0, -0.1], [-0.4, -0.2, 0.4], [-0.1, 0.3, -0.2], [0.2, 0.1, -0.2], [-0.6, -0.1, 0.3], [0.3, 0.0, -0.2], [0.1, 0.1, -0.3], [-0.1, -0.1, 0.0], [0.0, -0.1, 0.1], [-0.1, 0.1, -0.1], [0.0, 0.3, 0.2], [-0.1, -0.4, -0.1], [0.1, 0.0, 0.0], [0.0, 0.2, -0.2], [0.0, 0.0, 0.1], [0.0, -0.1, 0.1], [-0.1, -0.1, 0.1], [0.1, 0.3, -0.1], [-0.1, -0.2, -0.1], [0.1, 0.0, 0.0], [0.1, 0.0, -0.3], [0.1, 0.1, -0.1], [0.1, -0.1, 0.0], [0.1, -0.2, 0.4], [0.1, -0.1, 0.0], [-0.2, 0.0, 0.0], [0.1, -0.1, 0.1], [-0.1, 0.0, 0.1], [0.1, 0.1, 0.0], [0.1, -0.1, -0.1], [0.0, -0.1, -0.2], [0.0, 0.1, 0.0], [-0.1, 0.0, 0.0], [0.0, 0.2, 0.1], [-0.1, -0.1, 0.0], [0.4, -0.3, 0.6], [-0.2, 0.1, -0.1], [0.1, -0.1, 0.0], [0.1, 0.3, 0.0], [-0.2, -0.6, 0.3], [-0.5, 1.0, -0.2], [0.1, -0.3, -0.6], [0.1, 0.0, 0.1], [0.1, 0.0, -0.1], [0.1, 0.1, -0.1], [0.1, 0.0, 0.0], [0.0, 0.0, 0.0], [0.0, 0.0, 0.0], [0.0, -0.1, 0.0], [0.0, 0.0, 0.0], [0.0, 0.0, 0.0], [0.0, 0.0, 0.0], [0.0, 0.0, 0.0], [0.0, 0.0, 0.0], [0.0, 0.0, 0.0], [0.0, 0.0, -0.1], [0.0, 0.0, 0.0], [-0.1, 0.0, 0.0], [0.0, 0.0, 0.0], [0.0, 0.0, 0.0], [0.0, 0.0, 0.0], [0.0, 0.0, 0.0], [0.0, 0.0, 0.0], [-0.1, 0.1, 0.0], [0.0, -0.1, -0.7], [-0.1, 0.0, 0.2], [0.0, 0.1, 0.0], [0.1, -0.2, 0.1], [-0.5, 0.3, -0.4], [-0.1, -0.7, 0.7], [0.4, 0.5, 0.0], [0.1, 0.0, -0.1], [0.1, 0.0, 0.2], [0.1, 0.0, 0.1], [0.1, 0.0, 0.0], [0.0, 0.0, 0.0], [0.0, 0.0, 0.0], [0.0, 0.1, 0.0], [0.0, 0.0, 0.0], [0.0, 0.0, 0.0], [0.0, 0.0, 0.0], [0.0, 0.0, 0.0], [0.0, 0.0, 0.0], [0.0, 0.0, 0.0], [0.0, 0.0, 0.0], [0.0, 0.0, 0.0], [0.0, 0.0, 0.0], [0.0, 0.0, 0.0], [0.0, 0.0, 0.0], [0.0, 0.0, 0.0], [0.0, 0.0, 0.0], [0.0, 0.0, 0.0]], "s2": 2.01, "e_tot_ev": -78977.9140, "spin_multiplicity": 3, "lumo_ev": [-2.3124, -2.3245], "largest_force_ev_per_a": 1.1, "charge": 1, "homo_lumo_gap_ha": [0.271, 0.312], "homo_ev": [-9.679, -10.812]}